Entry from the OMol25 dataset: a molecular structure, C58H63N7O7S2Ti (wB97M-V/def2-TZVPD).

Atoms and positions in Å:
Ti -0.90651 0.54416 1.11071
C -3.32313 3.10163 3.73393
O -3.38872 3.55918 2.37951
C -2.68006 2.63793 1.65341
N -2.16983 1.63481 2.37914
C -2.95660 1.61886 3.60384
C -4.22482 0.78018 3.48079
C -5.05714 0.63923 4.58743
C -6.23270 -0.08973 4.51114
C -6.59828 -0.69386 3.31404
C -5.78048 -0.54806 2.20371
C -4.60452 0.18766 2.28459
C -2.66886 2.66288 0.25964
C -3.15001 3.76657 -0.47685
C -3.00541 3.73774 -1.86562
C -2.57413 2.59382 -2.47711
C -2.34460 1.40287 -1.70204
N -2.20284 1.48292 -0.31559
C -2.53241 0.16095 -2.36832
N -2.66964 -1.04108 -1.89798
C -3.19066 -1.89099 -2.96158
C -3.19476 -0.98134 -4.20931
O -2.76524 0.28568 -3.74092
C -2.42674 -3.18514 -3.15586
C -1.17794 -3.20236 -3.76904
C -0.50438 -4.39336 -3.97832
C -1.07163 -5.59760 -3.57835
C -2.31200 -5.59312 -2.95982
C -2.97985 -4.39220 -2.75148
H -2.55199 3.66610 4.26875
H -4.29337 3.26364 4.20123
H -2.37291 1.25523 4.44461
H -4.76891 1.09031 5.53244
H -6.86159 -0.19550 5.38805
H -7.51131 -1.27398 3.25071
H -6.04983 -1.01150 1.26223
H -3.97602 0.29375 1.40859
H -3.55158 4.61512 0.05744
H -3.25651 4.61017 -2.46055
H -2.50070 2.53093 -3.55190
H -4.22161 -2.16819 -2.70239
H -2.51186 -1.32669 -4.98879
H -4.19319 -0.88602 -4.64466
H -0.72565 -2.27353 -4.09357
H 0.46901 -4.37958 -4.45509
H -0.54589 -6.53043 -3.74428
H -2.76173 -6.52503 -2.63774
H -3.94768 -4.38997 -2.26172
C 3.12901 -4.97607 5.26717
C 1.84908 -4.27743 4.89195
C 1.02580 -4.77742 3.88819
C -0.11108 -4.08989 3.49311
C -0.43105 -2.87562 4.08657
C 0.35517 -2.38850 5.11667
C 1.48645 -3.08646 5.51239
S -1.87442 -1.97297 3.53171
O -2.09551 -1.00366 4.57849
O -2.85169 -3.02985 3.37322
N -1.58886 -1.25408 2.15052
C -1.90927 -2.11879 0.98531
C -0.82980 -1.96652 -0.07336
O -0.39666 -2.91623 -0.70384
O -0.37623 -0.74568 -0.18192
H 3.11993 -6.01944 4.95036
H 3.29815 -4.94271 6.34497
H 3.98044 -4.48919 4.78468
H 1.28470 -5.71109 3.40081
H -0.75762 -4.49136 2.72239
H 0.06344 -1.46394 5.59027
H 2.10666 -2.69349 6.31180
H -2.84589 -1.81259 0.50986
H -2.00730 -3.16447 1.26433
N 2.69639 -2.26833 0.71414
N 1.54025 -2.10778 1.59634
H 3.04694 -1.31904 0.60026
H 2.27518 -2.49070 -0.18483
H 1.90371 -2.11255 2.54135
H 1.00741 -2.96380 1.50099
O 0.91430 1.47000 -1.69819
S 1.75142 0.25556 -1.48973
C 1.18206 -0.91705 -2.76666
C 1.30349 -0.48369 -4.18908
C 0.58253 0.61699 -4.65616
C 0.70005 1.01296 -5.97922
C 1.51320 0.30752 -6.85892
C 2.21610 -0.79886 -6.40577
C 2.11145 -1.18724 -5.07741
C 3.43094 0.68051 -2.11417
C 3.55486 1.62312 -3.27615
C 4.34505 1.30992 -4.37684
C 4.54278 2.22619 -5.40098
C 3.93909 3.47326 -5.34290
C 3.12903 3.78810 -4.25863
C 2.94187 2.87849 -3.22962
H 0.13831 -1.01836 -2.46480
H 1.68529 -1.86657 -2.57163
H -0.04893 1.16261 -3.96549
H 0.14883 1.87815 -6.32688
H 1.59894 0.62047 -7.89280
H 2.85179 -1.35617 -7.08424
H 2.66412 -2.05051 -4.72015
H 3.93351 -0.27645 -2.28163
H 3.87000 1.15573 -1.23147
H 4.82001 0.33629 -4.42838
H 5.17354 1.96477 -6.24279
H 4.10318 4.19613 -6.13353
H 2.64486 4.75610 -4.20575
H 2.31438 3.12125 -2.38359
C 0.01271 3.90294 -0.75490
C 0.92789 4.18874 0.44102
C 0.12958 4.40348 1.72833
C 2.00578 3.13415 0.61919
C 3.24151 3.39767 0.05078
C 4.36773 2.63847 0.35006
C 4.25591 1.77290 1.42648
C 3.03439 1.48548 2.03614
C 3.13762 1.01336 3.48782
C 4.02998 -0.22045 3.68789
C 1.80664 0.87688 4.21195
C 1.81818 1.94413 1.40438
N 0.59060 1.38027 1.52844
H -0.89762 4.50302 -0.70971
H -0.26739 2.85222 -0.78414
H 0.53001 4.12655 -1.69334
H 1.46579 5.12158 0.23585
H -0.49718 3.54170 1.94330
H -0.50546 5.28938 1.63727
H 0.80420 4.54751 2.57827
H 3.32938 4.25411 -0.61276
H 5.31403 2.80263 -0.15160
H 5.15801 1.33536 1.84335
H 3.66445 1.83608 3.98943
H 3.71975 -1.06671 3.08770
H 4.02153 -0.52062 4.73974
H 5.06505 -0.00500 3.41514
H 1.17251 0.12336 3.75172
H 1.25193 1.81670 4.17764
H 1.99038 0.62155 5.25716

Computed properties:
* orbital gap (spin up / spin down): 4.0 / 6.1 eV
* multiplicity: 3
* energy relative to the best compared isomer or geometry (same formula, charge and spin): 1.125 eV
* charge: -2

Löwdin atomic charge list, values in e, 99 entries: atom 1 (Ti): 1.043, atom 2 (C): -0.105, atom 3 (O): -0.001, atom 4 (C): -0.376, atom 5 (N): -0.022, atom 6 (C): -0.259, atom 7 (C): -0.174, atom 8 (C): -0.053, atom 9 (C): -0.104, atom 10 (C): -0.112, atom 11 (C): -0.071, atom 12 (C): -0.012, atom 13 (C): -0.258, atom 14 (C): -0.079, atom 15 (C): -0.140, atom 16 (C): -0.059, atom 17 (C): -0.194, atom 18 (N): 0.036, atom 19 (C): -0.305, atom 20 (N): 0.150, atom 21 (C): -0.258, atom 22 (C): -0.118, atom 23 (O): -0.058, atom 24 (C): -0.174, atom 25 (C): -0.040, atom 26 (C): -0.081, atom 27 (C): -0.110, atom 28 (C): -0.100, atom 29 (C): -0.042, atom 30 (H): 0.122, atom 31 (H): 0.118, atom 32 (H): 0.128, atom 33 (H): 0.114, atom 34 (H): 0.088, atom 35 (H): 0.087, atom 36 (H): 0.101, atom 37 (H): 0.103, atom 38 (H): 0.094, atom 39 (H): 0.091, atom 40 (H): 0.093, atom 41 (H): 0.130, atom 42 (H): 0.109, atom 43 (H): 0.115, atom 44 (H): 0.098, atom 45 (H): 0.095, atom 46 (H): 0.088, atom 47 (H): 0.090, atom 48 (H): 0.106, atom 49 (C): -0.062, atom 50 (C): -0.289, atom 51 (C): -0.049, atom 52 (C): -0.073, atom 53 (C): -0.264, atom 54 (C): -0.064, atom 55 (C): -0.050, atom 56 (S): 0.564, atom 57 (O): -0.316, atom 58 (O): -0.323, atom 59 (N): -0.242, atom 60 (C): -0.183, atom 61 (C): -0.635, atom 62 (O): 0.050, atom 63 (O): -0.236, atom 64 (H): 0.068, atom 65 (H): 0.070, atom 66 (H): 0.080, atom 67 (H): 0.109, atom 68 (H): 0.114, atom 69 (H): 0.103, atom 70 (H): 0.108, atom 71 (H): 0.104, atom 72 (H): 0.097, atom 73 (N): -0.044, atom 74 (N): -0.020, atom 75 (H): 0.027, atom 76 (H): 0.034, atom 77 (H): 0.039, atom 78 (H): 0.048, atom 79 (O): -0.490, atom 80 (S): 0.982, atom 81 (C): -0.272, atom 82 (C): -0.267, atom 83 (C): -0.019, atom 84 (C): -0.068, atom 85 (C): -0.108, atom 86 (C): -0.107, atom 87 (C): -0.065, atom 88 (C): -0.246, atom 89 (C): -0.241, atom 90 (C): -0.061, atom 91 (C): -0.107, atom 92 (C): -0.115, atom 93 (C): -0.077, atom 94 (C): -0.036, atom 95 (H): 0.065, atom 96 (H): 0.097, atom 97 (H): 0.111, atom 98 (H): 0.103, atom 99 (H): 0.090

=====

Entry from the OMol25 dataset: 2 unconnected molecules or ions with the total composition C11H14BrOP (wB97M-V/def2-TZVPD).

Atoms and positions in Å:
C 3.58961 1.65494 1.15452
C 2.50435 2.45037 0.78361
C 3.85444 0.45590 0.49603
C 1.76239 2.09262 -0.34493
C 3.07209 0.05943 -0.59652
C 2.07491 0.90289 -1.08119
C -1.92754 -1.32330 -0.61680
C -2.92617 -1.14436 0.24512
C -4.29381 -1.38317 -0.19016
C -2.66017 -0.46191 1.61586
C 1.27146 0.51847 -2.16385
O 0.24022 -0.53396 1.08054
P -0.22795 -0.97460 -0.23902
Br 0.49346 -3.08127 -0.62782
H 4.25272 2.05381 1.94881
H 2.10211 3.31992 1.38322
H 4.73581 -0.19499 0.81426
H 0.71780 2.55376 -0.59109
H 3.31470 -0.89416 -1.09582
H -2.09560 -1.53478 -1.71964
H -4.94215 -0.65589 0.33013
H -4.42926 -1.43591 -1.21837
H -4.51759 -2.39842 0.32267
H -3.13168 -0.90869 2.47348
H -3.07540 0.57020 1.59826
H -1.68208 -0.56164 1.74567
H 0.48157 1.19418 -2.61945
H 1.44175 -0.33946 -2.88753

Computed properties:
* orbital gap (spin up / spin down): 7.0 / 6.4 eV
* energy relative to the best compared isomer or geometry (same formula, charge and spin): 0.137 eV
* charge: 0

Electronic structure analysis, Löwdin charges in units of e: atom 1 (C): -0.101, atom 2 (C): -0.096, atom 3 (C): -0.079, atom 4 (C): -0.057, atom 5 (C): -0.072, atom 6 (C): -0.421, atom 7 (C): -0.326, atom 8 (C): -0.393, atom 9 (C): -0.068, atom 10 (C): -0.030, atom 11 (C): 0.020, atom 12 (O): -0.409, atom 13 (P): 0.432, atom 14 (Br): 0.279, atom 15 (H): 0.110, atom 16 (H): 0.121, atom 17 (H): 0.128, atom 18 (H): 0.143, atom 19 (H): 0.117, atom 20 (H): 0.101, atom 21 (H): 0.091, atom 22 (H): 0.053, atom 23 (H): 0.132, atom 24 (H): 0.080, atom 25 (H): 0.109, atom 26 (H): -0.028, atom 27 (H): 0.080, atom 28 (H): 0.083

=====

Entry from the OMol25 dataset: a molecular structure, C34H38Br2IrN2O5PS (wB97M-V/def2-TZVPD).

Atoms and positions in Å:
Ir -1.20111 -0.25147 0.47520
Br -5.65957 -2.67994 0.11443
C -5.32094 -0.96683 0.76968
C -6.30330 -0.20252 1.29293
C -6.00469 1.09362 1.78522
Br -7.42481 2.07153 2.50695
C -4.70381 1.67867 1.75722
C -4.34011 2.94398 2.22300
C -2.96944 3.34128 2.11968
C -2.04212 2.52304 1.57437
N -2.39882 1.26190 1.08893
C -3.69629 0.85912 1.20361
C -3.96204 -0.44576 0.73088
O -2.99090 -1.12720 0.26219
H -7.31571 -0.57934 1.34098
H -5.08015 3.60032 2.65872
H -2.65441 4.31523 2.47663
H -0.99682 2.79016 1.47739
C 0.55641 -2.55270 -6.23103
C -0.04675 -1.78549 -5.05361
C -1.57818 -1.81041 -5.18962
C 0.44055 -0.32964 -5.11340
C 0.35627 -2.39074 -3.70523
C 1.23785 -3.46791 -3.58499
C 1.60999 -3.99289 -2.33903
C 1.10105 -3.42846 -1.19675
S 1.42353 -3.87190 0.48733
C 0.34413 -2.60413 1.00385
N -0.17897 -1.83510 -0.10013
C 0.21942 -2.33278 -1.29867
C -0.15303 -1.83173 -2.54200
C -0.10600 -2.24765 2.24169
C 0.20603 -2.87514 3.48422
C -0.40733 -2.43296 4.63517
C -1.33099 -1.37544 4.60792
C -1.62709 -0.71873 3.40592
C -1.01050 -1.12802 2.25026
H 0.22196 -2.09479 -7.16556
H 0.23865 -3.60067 -6.23979
H 1.64991 -2.52213 -6.22008
H -1.87500 -1.40455 -6.16252
H -2.06683 -1.21009 -4.41563
H -1.96006 -2.83373 -5.11312
H 0.16401 0.12212 -6.07292
H 1.52948 -0.27969 -5.01133
H -0.00027 0.27649 -4.31383
H 1.65724 -3.92401 -4.47358
H 2.29930 -4.82912 -2.28519
H -0.84061 -0.98950 -2.57900
H 0.92309 -3.69051 3.51319
H -0.17400 -2.91062 5.58126
H -1.81127 -1.05099 5.52388
H -2.31473 0.11990 3.40787
C 3.48306 2.13232 3.68899
C 1.98762 2.27083 3.45219
C 1.21740 1.08170 4.01004
C 1.46906 3.56809 4.03511
O 1.73810 2.41115 2.01002
P 1.85301 1.23887 0.94040
O 2.73099 0.12073 1.31752
O 0.40823 0.85765 0.60038
O 2.36552 2.09350 -0.29511
C 2.91387 1.51462 -1.52766
C 2.09472 0.31840 -2.01037
C 4.35552 1.12241 -1.24583
C 2.83855 2.64158 -2.53448
H 3.67413 2.02611 4.76176
H 4.00709 3.02209 3.32702
H 3.87350 1.25444 3.17055
H 1.36613 1.02119 5.09206
H 1.55620 0.13992 3.56308
H 0.14696 1.19745 3.81353
H 1.61339 3.57388 5.11950
H 0.40097 3.67805 3.82405
H 2.00201 4.41983 3.60235
H 2.09897 -0.49417 -1.27496
H 2.52380 -0.06040 -2.94213
H 1.05818 0.61436 -2.20310
H 4.39118 0.38492 -0.43979
H 4.93554 2.00056 -0.94844
H 4.80818 0.69053 -2.14404
H 1.80297 2.97053 -2.65209
H 3.21517 2.30414 -3.50430
H 3.43773 3.49261 -2.19979

Computed properties:
* orbital gap (spin up / spin down): 5.8 / 5.5 eV
* multiplicity: 5
* charge: 0

Electronic structure analysis, Löwdin charges in units of e: atom 1 (Ir): 1.471, atom 2 (Br): 0.841, atom 3 (C): -0.609, atom 4 (C): -0.179, atom 5 (C): -0.585, atom 6 (Br): 0.840, atom 7 (C): -0.214, atom 8 (C): -0.043, atom 9 (C): -0.064, atom 10 (C): -0.100, atom 11 (N): -0.087, atom 12 (C): -0.191, atom 13 (C): -0.364, atom 14 (O): -0.153, atom 15 (H): 0.098, atom 16 (H): 0.073, atom 17 (H): 0.107, atom 18 (H): 0.102, atom 19 (C): -0.069, atom 20 (C): -0.554, atom 21 (C): -0.044, atom 22 (C): -0.047, atom 23 (C): -0.168, atom 24 (C): -0.008, atom 25 (C): -0.063, atom 26 (C): -0.435, atom 27 (S): 1.075, atom 28 (C): -0.491, atom 29 (N): -0.087, atom 30 (C): -0.304, atom 31 (C): 0.013, atom 32 (C): -0.248, atom 33 (C): -0.028, atom 34 (C): -0.087, atom 35 (C): -0.080, atom 36 (C): -0.109, atom 37 (C): -0.187, atom 38 (H): 0.086, atom 39 (H): 0.090, atom 40 (H): 0.087, atom 41 (H): 0.087, atom 42 (H): 0.078, atom 43 (H): 0.094, atom 44 (H): 0.090, atom 45 (H): 0.083, atom 46 (H): 0.076, atom 47 (H): 0.103, atom 48 (H): 0.113, atom 49 (H): 0.115, atom 50 (H): 0.107, atom 51 (H): 0.104, atom 52 (H): 0.102, atom 53 (H): 0.101, atom 54 (C): -0.029, atom 55 (C): -0.611, atom 56 (C): -0.030, atom 57 (C): -0.033, atom 58 (O): -0.156, atom 59 (P): 0.279, atom 60 (O): -0.244, atom 61 (O): -0.413, atom 62 (O): -0.146, atom 63 (C): -0.604, atom 64 (C): -0.040, atom 65 (C): -0.027, atom 66 (C): -0.032, atom 67 (H): 0.090, atom 68 (H): 0.091, atom 69 (H): 0.077, atom 70 (H): 0.097, atom 71 (H): 0.083, atom 72 (H): 0.075, atom 73 (H): 0.092, atom 74 (H): 0.080, atom 75 (H): 0.091, atom 76 (H): 0.080, atom 77 (H): 0.088, atom 78 (H): 0.078, atom 79 (H): 0.077, atom 80 (H): 0.092, atom 81 (H): 0.090, atom 82 (H): 0.090, atom 83 (H): 0.090, atom 84 (H): 0.090

=====

Entry from the OMol25 dataset: a molecular structure, C8H17OP2Rh (wB97M-V/def2-TZVPD).

Atoms and positions in Å:
C 0.47521 1.79476 -1.20306
C -0.39257 1.49591 -2.26273
C -1.64710 0.88261 -2.01012
C -1.95667 0.38183 -0.74731
C -1.01321 0.60645 0.35890
Rh 0.43021 -0.00585 -0.67935
P 2.20547 0.29395 0.65066
H 1.29440 2.52005 -1.13713
H -0.12057 1.81589 -3.29624
H -2.40354 0.90874 -2.80584
H -1.30257 0.28180 1.41687
H -2.95151 -0.12625 -0.62654
H 1.80957 0.62553 2.00152
H 3.14764 1.31345 0.26311
H 3.01664 -0.89087 0.72182
C 0.87339 -4.19748 1.85210
P 0.17299 -2.56085 2.03533
C -1.37836 -2.76483 2.93756
C 1.25354 -1.66281 3.19858
O 0.02707 -2.01427 0.64283
H 0.35019 -4.69649 1.03147
H 0.76510 -4.78064 2.76610
H 1.93484 -4.12085 1.60187
H -1.19733 -3.44813 3.77718
H -1.71636 -1.79683 3.33379
H -2.14225 -3.18923 2.27043
H 2.20242 -1.38942 2.69859
H 0.71798 -0.76217 3.54955
H 1.45929 -2.33593 4.05389

Computed properties:
* orbital gap (spin up / spin down): 4.8 / 8.0 eV
* multiplicity: 5
* energy relative to the best compared isomer or geometry (same formula, charge and spin): 0.000 eV
* charge: 0

Electronic structure analysis, Löwdin charges in units of e: atom 1 (C): -0.330, atom 2 (C): -0.271, atom 3 (C): -0.219, atom 4 (C): -0.239, atom 5 (C): -0.271, atom 6 (Rh): 0.633, atom 7 (P): 0.676, atom 8 (H): 0.024, atom 9 (H): 0.095, atom 10 (H): 0.093, atom 11 (H): 0.030, atom 12 (H): 0.095, atom 13 (H): -0.079, atom 14 (H): -0.091, atom 15 (H): -0.109, atom 16 (C): -0.181, atom 17 (P): 0.530, atom 18 (C): -0.176, atom 19 (C): -0.215, atom 20 (O): -0.449, atom 21 (H): 0.062, atom 22 (H): 0.050, atom 23 (H): 0.059, atom 24 (H): 0.054, atom 25 (H): 0.054, atom 26 (H): 0.065, atom 27 (H): -0.008, atom 28 (H): 0.054, atom 29 (H): 0.063

=====

In order of appearance, max |F| = 1.51 4.66 0.72 4.74 eV/Å.
In order of appearance, E = -4803.841643 -3418.072069 -7796.101209 -1183.234831 hartree.